103
Properties=species:S:1:pos:R:3 method="wB97M-V/def2-TZVPD" charge=0 spin_multiplicity=1 homo_ev=-8.0 molar_mass_g_mol=1066.550 homo_lumo_gap_ev=7.98 relative_energy_ev=2.327
I 6.928 -5.170 6.070
Zr 1.014 -1.227 0.590
Cl -0.686 -3.330 0.276
Cl -0.407 -4.790 3.232
Cl -0.241 -1.522 2.969
S -1.137 0.191 0.146
Si -1.610 -3.273 2.377
Si -2.341 -0.178 -1.539
O -1.890 0.623 -2.897
O -2.277 -1.756 -1.955
O 2.912 -1.176 1.862
O -3.870 0.330 -1.237
O 1.943 -3.089 1.531
N 1.367 1.161 1.682
N 2.430 -0.020 4.431
N 3.538 2.389 0.623
N 4.392 3.920 -0.939
N 1.195 2.217 0.792
C -4.560 1.046 0.948
C 5.587 -4.263 4.747
C -2.364 2.164 -4.625
C 1.050 -1.262 -1.893
C 0.325 0.299 6.226
C 3.017 5.523 -2.136
C 3.822 -3.064 3.005
C -1.757 2.007 -3.236
C 1.796 -2.397 -1.506
C -4.163 -1.856 -3.495
C -2.825 -2.459 -3.081
C -4.592 -1.391 0.342
C 2.961 -1.952 -0.857
C 1.768 -0.117 -1.489
C 0.642 5.527 -1.734
C 1.413 0.791 4.157
C 2.855 -2.416 2.092
C 4.837 -2.311 3.583
C 2.033 3.919 -0.608
C 5.728 -2.912 4.456
C 1.359 -0.580 6.501
C 1.763 6.048 -2.378
C -1.832 -2.393 -4.237
C 2.947 -0.545 -0.843
C 0.361 1.011 5.043
C 4.570 -5.020 4.182
C 1.375 1.569 2.891
C 4.507 2.949 -0.003
C -4.783 0.031 -0.170
C 3.146 4.463 -1.243
C 2.390 -0.687 5.580
C 0.777 4.469 -0.858
C 2.235 2.783 0.310
C -6.178 0.193 -0.760
C -2.468 2.919 -2.241
C 3.683 -4.414 3.307
C -3.013 -3.900 -2.625
C -0.266 2.322 -3.261
H -0.496 0.424 6.920
H -0.885 -2.853 -3.949
H -6.316 1.212 -1.126
H 0.131 2.243 -2.248
H -4.753 -2.114 -0.459
H 1.655 6.873 -3.069
H -3.711 -3.943 -1.787
H 0.076 -1.281 -2.348
H 3.655 0.083 -0.330
H -0.431 1.702 4.782
H -1.867 1.492 -5.327
H -3.570 0.914 1.384
H -0.088 3.338 -3.620
H -2.223 -2.930 -5.103
H -6.939 -0.014 -0.006
H -3.425 1.915 -4.598
H -3.404 -4.511 -3.440
H -3.535 2.710 -2.221
H 5.523 2.633 0.214
H -2.253 3.189 -4.982
H -1.649 -1.355 -4.518
H -3.584 -1.529 0.734
H 4.468 -6.068 4.425
H -6.317 -0.495 -1.595
H -4.578 -2.421 -4.331
H 1.376 -1.167 7.409
H 0.257 1.616 -3.908
H 4.899 -1.255 3.354
H -0.080 4.036 -0.359
H -5.312 0.925 1.731
H -4.637 2.057 0.545
H 1.481 -3.425 -1.603
H 5.220 4.302 -1.363
H -2.061 -4.314 -2.294
H 3.230 -1.345 5.775
H -5.301 -1.596 1.146
H -0.336 5.947 -1.927
H 1.251 2.644 3.036
H -2.312 3.962 -2.528
H 1.425 0.900 -1.579
H -4.870 -1.893 -2.666
H 2.870 -4.972 2.862
H -4.041 -0.816 -3.801
H 6.521 -2.336 4.914
H -2.069 2.770 -1.235
H 3.894 5.928 -2.626
H 3.702 -2.576 -0.389